No. 1
Formula: C26H45Cl7FFeO6
Source: the Open Molecules 2025 dataset
Level of theory: ωB97M-V/def2-TZVPD

Computed properties:
2S+1   6
Strongest force on any atom   2.94 eV Å⁻¹
Expectation value of S²   8.758
Energy   -164740.66894 eV
Molar mass   776.7 g mol⁻¹
HOMO-LUMO gap (alpha / beta)   9.184 / 7.402 eV

The geometry in XYZ format:
```
86
Properties=species:S:1:pos:R:3:forces:R:3
Fe -10.018 22.507 11.720 0.0 -0.1 -0.9
Cl -14.363 22.995 8.431 0.8 -0.2 -0.7
Cl -13.474 22.424 5.619 -0.3 -0.2 0.1
Cl -11.317 24.545 11.698 0.3 -0.4 -0.2
Cl -6.389 17.687 9.068 0.3 -0.2 0.5
Cl -9.965 22.057 9.409 0.0 0.1 0.9
Cl -8.357 18.824 7.374 -0.5 0.2 -0.1
Cl -8.709 20.591 12.402 -0.4 0.5 -0.3
F -6.110 20.397 6.028 0.4 0.3 0.0
O -8.353 23.731 11.790 0.9 0.5 0.4
O -11.821 21.475 11.915 -1.8 -1.0 0.4
O -12.045 18.516 5.931 0.1 0.0 0.4
O -10.294 22.704 13.768 -0.4 0.4 1.2
O -10.833 26.606 6.494 1.2 -0.3 0.1
O -8.833 25.855 15.132 -0.7 0.3 0.0
C -9.664 26.682 15.505 1.5 -2.4 -0.7
C -11.318 16.796 7.413 -0.1 0.1 -0.2
C -12.990 22.602 7.306 0.4 0.3 0.0
C -7.282 24.328 11.912 -1.0 -0.8 -0.9
C -11.946 18.148 7.081 0.4 -0.4 -0.2
C -4.805 23.658 8.237 0.5 -0.1 0.5
C -6.554 22.344 7.241 -1.2 2.4 1.1
C -5.999 23.731 11.404 -0.1 0.1 -0.1
C -9.653 25.311 8.116 -1.0 -0.9 0.0
C -4.320 21.564 7.094 0.7 0.8 0.2
C -8.477 27.115 6.791 -0.1 -0.2 -1.0
C -12.744 19.623 13.151 0.4 0.8 -0.5
C -9.767 26.344 7.026 -0.2 1.1 1.2
C -11.037 26.668 15.017 -0.8 -0.1 -0.3
C -10.581 22.734 14.961 0.6 -1.2 -1.7
C -12.489 18.967 8.223 0.0 0.0 -0.3
C -9.613 22.120 15.916 0.6 0.2 0.0
C -7.186 25.684 12.508 -0.4 0.7 0.3
C -7.580 18.974 8.951 0.0 0.4 -0.2
C -5.667 21.435 6.757 0.9 -0.1 0.4
C -14.214 21.377 11.930 -0.2 -0.2 -0.2
C -9.302 27.653 16.494 1.4 1.5 2.1
C -12.845 20.878 12.280 1.4 0.2 0.4
C -11.881 23.242 15.449 0.0 0.9 0.2
C -6.145 23.475 8.033 -0.1 -1.5 -1.3
C -3.902 22.690 7.823 -0.4 -0.8 -0.4
H -10.349 16.879 7.904 0.0 0.3 -0.1
H -12.474 21.703 7.642 -0.4 0.1 0.0
H -14.218 21.794 10.922 0.0 0.2 0.2
H -6.856 24.157 8.476 -0.3 0.0 -0.3
H -12.499 22.438 15.849 0.0 0.0 0.0
H -9.277 22.872 16.630 -0.2 -0.1 0.3
H -10.652 24.908 8.281 0.1 -0.2 0.0
H -9.150 28.613 16.002 -0.6 0.3 0.2
H -13.354 18.844 12.693 0.1 -0.1 0.1
H -11.623 26.053 15.701 -0.1 -0.1 0.1
H -13.162 19.704 7.786 -0.2 -0.1 0.3
H -12.411 23.847 14.713 0.1 -0.4 -0.2
H -11.610 23.919 16.260 -0.3 -0.1 0.4
H -11.043 26.194 14.036 -0.4 0.2 -0.1
H -8.314 18.912 9.754 0.1 -0.1 -0.2
H -10.048 21.255 16.417 -0.2 0.2 0.2
H -2.874 22.781 8.141 0.2 0.0 -0.3
H -13.120 19.826 14.154 -0.4 0.1 0.0
H -8.339 27.455 16.966 0.2 -0.4 -0.4
H -5.485 24.529 10.867 0.2 -0.1 0.0
H -7.745 27.059 7.597 -0.4 0.0 0.2
H -12.258 23.410 7.280 -0.4 0.1 0.5
H -11.699 19.338 13.272 0.0 -0.1 -0.3
H -6.486 26.325 11.972 0.4 -0.3 0.2
H -4.407 24.504 8.778 -0.2 0.2 0.1
H -7.063 19.933 8.982 -0.1 -0.2 0.0
H -9.319 25.656 9.095 0.1 0.6 -0.1
H -6.899 25.533 13.549 0.4 0.1 0.1
H -8.738 21.780 15.363 -0.1 0.0 -0.1
H -11.691 19.495 8.745 0.2 0.0 0.1
H -7.606 22.321 7.000 -0.1 -0.5 0.0
H -9.970 27.676 17.355 -0.6 0.5 -0.4
H -14.983 20.609 12.009 0.3 -0.3 -0.1
H -3.540 20.893 6.767 -0.3 -0.4 -0.1
H -8.103 26.271 12.576 -0.4 -0.6 -0.2
H -8.012 26.584 5.961 0.2 0.0 -0.3
H -8.638 28.139 6.454 -0.1 -0.1 0.1
H -12.979 18.288 8.920 -0.2 0.2 0.1
H -11.484 27.660 15.095 -0.1 0.0 -0.5
H -6.134 22.879 10.738 -0.3 0.1 0.2
H -14.554 22.113 12.658 0.4 0.4 0.0
H -5.373 23.420 12.240 0.0 0.1 0.1
H -11.182 16.259 6.474 0.0 -0.1 0.1
H -11.941 16.230 8.105 -0.2 0.0 -0.1
H -8.990 24.478 7.880 0.0 0.0 -0.3
```
Forces are in eV/Å.

Atomic partial charges in e from the Mulliken method, atoms 1 to 5: atom 1 (Fe): 1.03, atom 2 (Cl): -0.22, atom 3 (Cl): -0.18, atom 4 (Cl): -0.52, atom 5 (Cl): -0.21


No. 2
Formula: C26H45ClF3O3PSSc
Source: the Open Molecules 2025 dataset
Level of theory: ωB97M-V/def2-TZVPD

Computed properties:
2S+1   1
Total charge   -1
Strongest force on any atom   4.76 eV Å⁻¹
Energy   -95338.94755 eV
Molar mass   606.1 g mol⁻¹
HOMO-LUMO gap   5.800 eV

The geometry in XYZ format:
```
81
Properties=species:S:1:pos:R:3:forces:R:3
Sc -0.196 0.443 0.849 0.2 -0.4 -2.1
Cl -2.235 1.273 0.100 -1.2 0.4 -0.5
S 3.088 0.506 0.678 -1.6 -0.1 -1.0
P 0.147 0.409 -2.275 0.2 0.0 0.0
F 2.788 -0.785 2.970 0.9 1.1 -0.4
F 4.844 -0.104 2.619 -0.7 0.3 -0.2
F 3.293 1.345 3.194 0.4 -0.8 -0.6
O 2.962 -0.833 0.106 0.7 1.2 0.7
O 4.060 1.420 0.131 -0.1 -0.5 0.5
O 1.727 1.163 0.788 2.6 -0.5 0.2
C -0.415 -2.927 1.295 0.0 -1.1 -0.2
C -1.874 0.240 -4.368 0.0 -0.3 -0.2
C 0.016 -1.542 1.635 0.0 0.6 -3.6
C -1.460 -0.274 -2.985 0.3 0.5 0.2
C -2.868 -2.366 -3.305 0.0 0.2 0.1
C 3.940 -1.242 -4.712 0.0 0.1 0.0
C -3.253 -0.303 -4.768 0.0 0.1 0.2
C 1.091 3.023 -1.827 0.0 0.2 0.0
C 0.494 3.992 -4.555 0.0 0.0 0.0
C -1.880 -2.785 3.437 0.0 0.2 0.0
C 2.539 -1.752 -5.079 -0.1 -0.1 0.1
C -0.404 0.880 2.782 -0.2 -0.4 1.1
C 3.550 0.232 2.461 -0.7 -0.3 0.9
C 0.935 4.527 -2.095 -0.1 -0.2 0.0
C -1.564 -3.540 2.148 0.0 0.0 -0.3
C -1.499 -1.808 -2.890 0.0 0.0 -0.1
C 1.555 -0.459 -3.161 -0.5 0.0 0.1
C 1.395 -0.824 -4.640 0.2 0.0 -0.1
C 4.042 -0.692 -3.285 -0.2 0.1 0.1
C 2.891 0.269 -2.971 0.2 -0.2 0.2
C -3.357 -1.828 -4.656 0.1 0.0 0.0
C -1.897 -1.269 3.236 0.7 0.0 -0.3
C 1.223 4.895 -3.552 0.1 -0.1 0.0
C 0.663 2.498 -4.246 -0.1 0.2 -0.1
C 0.226 2.208 -2.805 -0.3 -0.5 0.0
C -0.489 -0.797 2.750 -0.4 0.7 4.7
H 0.937 5.938 -3.728 0.1 0.0 0.0
H -0.578 4.230 -4.541 0.1 0.0 0.0
H -4.005 0.158 -4.114 0.1 -0.1 -0.1
H -2.775 -2.292 -5.463 0.0 0.1 0.1
H -1.338 1.295 3.179 0.3 -0.2 0.1
H -1.131 -0.067 -5.121 -0.2 0.1 0.1
H 2.476 -1.914 -6.162 0.1 -0.1 0.1
H 4.664 -2.054 -4.839 0.0 0.1 -0.1
H -1.905 1.339 -4.379 0.0 -0.3 0.0
H 0.485 1.172 3.352 -0.3 -0.1 0.1
H -1.322 -4.579 2.412 0.0 0.2 -0.2
H 1.599 -1.397 -2.576 0.1 0.2 -0.2
H -3.481 0.013 -5.793 -0.1 0.0 0.1
H -2.124 -0.762 4.182 0.0 -0.1 -0.2
H 4.229 -0.450 -5.415 0.0 0.0 0.0
H -1.268 -2.127 -1.861 0.0 0.1 -0.2
H 2.149 2.734 -1.934 -0.2 0.1 0.0
H 2.305 4.829 -3.728 -0.1 0.0 0.0
H 0.456 -3.604 1.356 -0.2 0.1 0.1
H -1.122 -3.019 4.195 0.0 0.1 -0.1
H -0.709 -2.978 0.232 0.0 -0.2 0.3
H 0.436 -1.319 -4.834 0.3 0.1 0.0
H -2.816 -3.460 -3.341 -0.1 0.1 0.0
H -3.602 -2.105 -2.530 0.1 0.0 -0.1
H 1.407 0.094 -5.249 0.0 -0.2 0.1
H -2.834 -3.136 3.845 0.0 0.0 0.0
H 4.995 -0.168 -3.141 -0.1 -0.2 -0.1
H 2.950 1.137 -3.643 0.0 -0.3 0.2
H 0.857 4.191 -5.570 -0.1 0.1 0.1
H -2.180 0.127 -2.247 0.1 -0.2 -0.2
H -2.471 -3.592 1.526 0.1 0.1 0.2
H -4.399 -2.130 -4.811 0.1 0.0 0.0
H 1.062 -1.345 1.337 -0.2 -0.4 0.6
H 0.199 -1.018 3.586 -0.4 0.2 0.4
H 4.007 -1.510 -2.552 0.0 0.1 -0.1
H 1.599 5.084 -1.425 -0.1 0.0 -0.1
H -0.095 4.814 -1.844 0.1 0.0 0.0
H 2.385 -2.729 -4.599 0.0 0.1 0.0
H -0.720 -2.245 -3.532 -0.2 0.0 0.1
H -2.662 -0.972 2.505 0.0 -0.1 0.0
H 1.718 2.222 -4.371 -0.3 0.2 0.0
H 0.826 2.821 -0.780 0.0 0.0 -0.3
H -0.825 2.529 -2.682 0.2 0.0 0.0
H 0.090 1.904 -4.971 0.2 0.2 0.2
H 3.001 0.647 -1.949 0.0 -0.1 -0.3
```
Forces are in eV/Å.

Atomic partial charges in e from the Mulliken method, atoms 1 to 5: atom 1 (Sc): -0.40, atom 2 (Cl): -0.50, atom 3 (S): 1.08, atom 4 (P): 0.24, atom 5 (F): -0.21


No. 3
Formula: C26H45I2N6O5P
Source: the Open Molecules 2025 dataset
Level of theory: ωB97M-V/def2-TZVPD

Computed properties:
2S+1   1
Strongest force on any atom   7.26 eV Å⁻¹
Energy   -72358.16707 eV
Molar mass   806.5 g mol⁻¹
HOMO-LUMO gap   7.492 eV

The geometry in XYZ format:
```
85
Properties=species:S:1:pos:R:3:forces:R:3
I 1.406 1.880 -4.595 -0.3 0.2 0.1
I 1.361 1.690 1.486 0.5 0.6 0.0
P 5.577 1.139 0.015 1.7 -7.0 -0.3
O -7.753 -0.885 2.748 0.5 -0.6 -0.1
O -1.679 3.342 2.161 0.2 -0.4 -0.4
O -8.608 -2.515 1.468 0.4 0.2 0.6
O 4.431 0.948 0.985 -0.1 3.6 -0.4
O 0.611 3.014 -1.661 -0.3 -0.4 0.4
N 0.047 3.072 0.594 -0.1 -0.3 0.3
N -2.628 -1.551 -2.192 -0.6 0.1 0.0
N 6.864 1.785 -0.988 -1.4 2.8 1.0
N -4.076 -1.321 0.251 0.4 0.1 0.6
N 6.774 0.340 0.959 0.0 0.1 0.4
N 4.980 0.144 -1.250 -0.6 0.2 -0.4
C 6.431 2.442 -2.239 -0.2 -0.3 -0.5
C -2.745 0.633 0.814 -0.3 0.5 1.3
C -2.274 -2.940 1.055 0.0 -1.2 1.3
C -2.345 -0.512 -1.282 0.1 0.2 -0.4
C -3.481 0.838 2.133 -0.7 -0.8 -0.7
C 3.698 0.509 -1.835 -0.2 0.4 0.3
C 6.497 0.155 2.377 -0.3 0.1 0.1
C -4.886 1.502 1.891 0.7 -0.7 0.8
C -1.221 2.720 1.241 -0.1 -0.4 -0.2
C -0.604 1.557 -3.826 -0.5 -0.8 -0.8
C -3.692 -2.369 1.213 0.0 -0.8 -0.8
C 7.681 2.795 -0.263 0.4 -0.1 0.2
C -0.040 2.549 -0.766 0.0 -0.4 0.2
C 5.644 -0.966 -1.897 0.6 0.1 0.0
C -1.753 1.523 0.485 0.4 0.6 -0.7
C -7.178 -3.297 3.188 0.3 0.7 0.3
C -3.044 -0.404 -0.070 -0.1 0.1 -0.3
C 7.656 -0.712 0.494 0.5 0.2 -0.3
C -7.906 -2.215 2.402 -1.1 -0.4 -0.9
C -1.060 1.417 -0.731 0.0 0.7 0.5
C -1.535 1.414 -5.066 0.7 0.1 0.2
C -1.336 0.405 -1.626 0.3 0.3 -0.8
C -0.556 0.286 -2.941 -0.4 0.1 0.6
C -6.558 -0.424 2.074 0.7 0.4 0.6
C -6.013 0.844 2.727 -0.2 0.4 -0.6
C -2.082 -3.997 2.194 -0.1 1.1 0.0
H -3.841 -2.075 2.260 0.1 0.3 -0.3
H 8.045 -0.519 -0.504 -0.2 0.0 -0.1
H -1.561 0.382 -5.436 -0.1 0.1 0.1
H 3.191 -0.348 -2.282 0.1 -0.1 0.0
H -1.020 -4.164 2.394 -0.2 -0.3 -0.2
H 8.539 -0.777 1.137 -0.1 0.0 0.1
H -5.652 0.624 3.738 -0.2 0.2 -0.1
H -5.104 1.400 0.822 -0.2 0.4 0.2
H -2.483 -3.541 3.112 0.0 -0.4 -0.1
H 5.659 3.196 -2.063 0.1 0.1 -0.1
H 8.513 3.126 -0.887 -0.1 0.0 -0.2
H 6.055 1.717 -2.959 -0.1 -0.1 0.2
H 3.021 0.907 -1.075 0.1 0.0 0.0
H -1.090 2.007 -5.870 -0.5 0.1 0.0
H -7.885 -3.994 3.647 -0.1 0.2 -0.2
H -6.757 -0.209 1.017 -0.1 -0.4 0.2
H -2.627 -4.921 1.982 0.2 0.0 0.1
H -0.956 2.424 -3.271 0.7 0.0 0.0
H 0.477 0.029 -2.687 -0.2 0.0 0.0
H -6.831 1.578 2.744 0.1 -0.3 0.4
H -3.663 -0.153 2.563 0.1 0.2 0.1
H -5.807 -1.213 2.199 -0.1 0.1 -0.5
H -4.386 -3.207 1.042 0.0 0.2 0.1
H 5.103 -1.290 -2.786 -0.2 0.2 0.1
H -2.145 -3.489 0.115 0.0 0.6 -0.1
H 3.808 1.278 -2.609 -0.1 -0.1 -0.1
H -6.568 -3.868 2.482 0.0 0.1 0.2
H -6.561 -2.864 3.983 0.0 -0.2 -0.2
H -4.528 -1.702 -0.564 0.0 -0.1 0.1
H -4.789 2.543 2.213 -0.2 0.0 -0.5
H -1.482 -2.201 1.216 -0.3 0.1 -0.4
H 7.425 -0.023 2.928 0.1 -0.1 -0.2
H -3.521 -1.991 -2.010 0.2 -0.2 0.1
H -2.686 -1.210 -3.144 0.2 -0.1 0.0
H -0.968 -0.557 -3.500 0.4 0.1 -0.1
H 5.824 -0.692 2.557 0.0 0.0 0.1
H 7.167 -1.693 0.508 0.0 0.0 0.0
H 8.117 2.380 0.642 -0.2 -0.2 0.0
H 6.654 -0.716 -2.240 0.0 0.0 0.1
H 7.279 2.926 -2.725 0.1 0.0 0.2
H -2.863 1.407 2.828 -0.2 0.0 -0.1
H 5.702 -1.837 -1.236 0.1 0.0 0.0
H 6.049 1.048 2.808 -0.1 -0.1 0.0
H 7.086 3.669 0.018 0.1 0.1 -0.1
H -2.543 1.777 -4.836 0.1 -0.2 -0.1
```
Forces are in eV/Å.

Atomic partial charges in e from the Mulliken method, atoms 1 to 5: atom 1 (I): 0.12, atom 2 (I): 0.34, atom 3 (P): 0.82, atom 4 (O): -0.41, atom 5 (O): -0.58